*i*
Entry from the Open Molecules 2025 dataset: a 4-piece molecular cluster, C16H44N4O4 overall (ωB97M-V/def2-TZVPD).

As for the SMILES: COC[C@H](C)N.COC[C@H](C)N.COC[C@H](C)N.COC[C@H](C)N. The HOMO-LUMO gap comes out at 10.02 eV.

```
! wB97M-V def2-TZVPD RIJCOSX def2/J DEFGRID3
* xyz 0 1
H 5.15 -2.06 5.11
H 1.80 -0.78 -4.19
H -1.54 -4.36 -3.76
H 0.79 -3.31 -5.32
H -1.67 -1.58 -6.88
C 0.80 1.22 1.68
H -3.45 1.58 -1.93
H -4.49 2.95 2.23
H 0.50 2.22 -0.03
H -2.53 2.72 -4.03
H -2.58 -2.96 -6.81
H -1.32 2.48 -2.73
H -1.99 -0.07 -0.79
C -1.29 -2.77 -5.24
H -2.68 -4.43 -5.12
N 0.61 2.47 0.94
C 0.17 -2.45 -5.03
H 0.04 -0.81 1.75
H 1.57 -0.97 -2.46
H 0.51 -1.61 -5.66
H -1.88 -2.08 -4.61
C 3.73 -0.42 5.11
H 2.66 -4.10 4.15
C 4.07 -1.91 4.95
O 3.73 -2.37 3.67
C -3.33 2.67 -2.01
H 2.43 -2.23 -3.30
H 2.65 -0.39 4.96
C 1.61 -1.52 -3.40
N 4.01 0.08 6.48
H -0.28 2.88 1.24
C -2.91 3.13 -0.61
H -2.03 2.56 -0.27
H -1.20 0.41 1.45
H 1.19 2.35 3.45
C 4.41 0.51 4.13
N -4.64 3.16 -2.43
H 3.57 -2.47 5.76
C -1.66 -4.17 -4.82
H 1.06 0.53 3.67
H -1.07 -4.92 -5.36
H 1.80 0.83 1.45
C 0.68 1.43 3.18
H -1.35 -1.61 -0.19
C -0.16 0.13 1.23
H -5.27 3.02 -1.63
H -2.03 4.05 -3.02
H 3.83 -0.67 7.16
O 0.37 -2.12 -3.67
H 5.02 0.18 6.57
H 2.49 -3.45 2.51
C -2.24 2.98 -3.01
H 1.68 -2.65 3.87
C -3.78 3.44 1.57
N -1.67 -2.56 -6.65
H -4.61 4.18 -2.49
C -1.09 -0.71 -0.76
H -3.95 4.52 1.56
H 5.43 0.18 3.92
H -2.77 3.25 1.96
H -2.62 4.19 -0.67
O -3.98 2.91 0.28
H -0.34 1.48 3.57
O 0.00 -0.05 -0.17
H 3.83 0.52 3.21
H -0.87 -0.99 -1.78
C 2.59 -3.18 3.56
H 4.49 1.54 4.49
*
```

Löwdin atomic charge list, values in e, 5 entries: 0.1281 0.0881 0.0814 0.1329 0.0689


*ii*
Entry from the Open Molecules 2025 dataset: a 4-piece molecular cluster, C16H44N4O4 overall (ωB97M-V/def2-TZVPD).

As for the SMILES: COC[C@H](C)N.COC[C@H](C)N.COC[C@H](C)N.COC[C@H](C)N. The HOMO-LUMO gap comes out at 9.90 eV.

```
! wB97M-V def2-TZVPD RIJCOSX def2/J DEFGRID3
* xyz 0 1
C -17.36 -4.02 7.57
O -9.11 -6.77 4.93
C -16.39 -3.65 8.71
H -11.04 -6.84 4.21
H -10.39 -4.21 5.54
H -14.30 -2.18 8.12
N -11.25 -4.66 5.87
H -16.53 -5.89 7.36
H -9.77 -4.38 0.64
H -12.16 -11.20 8.79
C -18.74 -3.40 7.79
H -6.98 -4.64 1.91
O -7.25 -5.76 0.25
H -8.98 -2.07 0.01
H -7.31 -2.66 0.43
H -8.94 -7.82 3.04
C -10.49 -6.93 5.16
H -8.22 -2.80 2.55
O -8.33 -9.97 7.56
C -8.29 -2.92 0.02
H -10.62 -7.99 5.46
H -8.20 -3.23 -1.02
H -17.77 -5.84 8.38
H -7.71 -6.68 -1.52
H -9.24 -9.63 9.33
H -9.72 -2.48 2.11
H -8.87 -5.48 -1.05
H -7.03 -11.07 8.87
H -19.45 -3.78 7.06
C -10.74 -10.02 7.73
H -6.58 -10.95 7.17
N -9.10 -3.26 2.32
C -12.37 -6.46 6.79
C -14.31 -3.20 7.71
H -12.22 -7.35 7.42
C -11.95 -10.14 8.64
H -8.86 -6.99 -0.15
H -13.36 -3.63 7.43
C -9.41 -10.26 8.44
C -11.01 -6.06 6.28
H -10.81 -9.08 7.18
H -12.84 -9.83 8.09
H -18.63 -2.32 7.79
C -7.07 -10.43 8.00
C -8.21 -6.26 -0.64
H -16.95 -3.70 6.61
H -10.86 -11.95 7.04
H -10.36 -6.27 7.15
H -6.48 -9.51 8.14
C -8.57 -7.69 4.06
H -11.86 -9.60 9.58
H -16.41 -2.57 8.87
H -13.03 -6.70 5.95
N -10.82 -11.01 6.63
H -11.53 -4.13 6.68
O -15.09 -4.13 8.42
H -16.76 -4.09 9.64
C -8.84 -3.94 1.01
H -9.34 -11.26 8.89
H -7.50 -7.49 3.92
H -8.44 -8.69 4.52
H -19.07 -3.73 8.78
C -7.82 -5.03 1.35
H -9.88 -11.06 6.24
H -8.32 -5.81 1.95
N -17.46 -5.49 7.48
H -12.83 -5.78 7.50
H -14.73 -3.08 6.70
*
```

Löwdin atomic charge list, values in e, 5 entries: -0.4397 -0.1640 -0.2191 0.1383 0.0739


Which of them is the least stable? Correct choice: *ii*.


*i*
Entry from the Open Molecules 2025 dataset: one molecule with the formula C10H13NO (ωB97M-V/def2-TZVPD).

As for the SMILES: N[C@@H]1CCc2ccc(O)cc2C1. The HOMO-LUMO gap comes out at 8.88 eV.

```
! wB97M-V def2-TZVPD RIJCOSX def2/J DEFGRID3
* xyz 0 1
H 1.16 -2.37 0.20
C -2.47 -0.29 0.04
H -1.44 -2.08 -0.63
H 2.33 0.67 -1.81
H 2.81 -1.49 1.76
H 3.24 -1.37 -0.49
H 1.86 -0.17 1.75
C 2.52 0.69 -0.72
C 2.48 -0.69 -0.16
C 1.40 1.55 -0.13
H -3.31 1.70 0.32
C 1.21 -1.44 -0.48
H 1.26 2.43 -0.78
H -0.92 2.72 0.37
N 2.65 -0.59 1.34
H 3.54 1.05 -0.45
C 0.06 0.85 -0.08
C -1.32 -1.05 -0.27
C -1.10 1.65 0.20
O -3.75 -0.76 0.12
H 1.62 1.82 0.86
H 1.27 -1.78 -1.52
C -2.40 1.11 0.16
H -3.81 -1.76 0.12
C -0.06 -0.57 -0.22
*
```

Löwdin atomic charge list, values in e, 5 entries: 0.1375 -0.3128 0.1237 0.1292 0.0670


*ii*
Entry from the Open Molecules 2025 dataset: a 2-piece molecular cluster, C10H13NO overall (ωB97M-V/def2-TZVPD).

As for the SMILES: Cc1c[nH]c2ccccc12.CO. The HOMO-LUMO gap comes out at 8.27 eV.

```
! wB97M-V def2-TZVPD RIJCOSX def2/J DEFGRID3
* xyz 0 1
H -0.26 -4.46 1.12
C -1.05 1.87 -2.31
H -2.20 -2.87 -0.12
C 0.83 -0.31 1.27
O -1.83 -3.20 0.71
H 3.08 1.44 1.86
C 0.55 1.46 -0.14
C -1.05 0.64 -1.72
H -0.69 -4.29 -0.67
H -0.05 3.89 -2.35
C 0.70 2.61 -0.82
H -1.88 -0.06 -1.93
H -0.47 -1.58 0.25
H 1.88 1.72 2.95
C 2.02 1.81 1.84
H 0.84 -1.04 2.17
N 0.04 -0.74 0.15
H -1.78 -5.18 0.52
H 2.07 2.89 1.54
C 1.12 1.06 1.10
C -0.25 0.37 -0.61
H 1.48 3.31 -0.46
C -1.06 -4.34 0.38
C -0.11 2.89 -1.88
H -1.94 2.09 -2.86
*
```

Löwdin atomic charge list, values in e, 5 entries: 0.0782 -0.0971 0.0787 0.0031 -0.1515


Which of them is the least stable? Correct choice: *ii*.


*i*
Entry from the Open Molecules 2025 dataset: one molecule with the formula C10H13NO (ωB97M-V/def2-TZVPD).

As for the SMILES: Nc1cc2c(cc1O)CCCC2. The HOMO-LUMO gap comes out at 8.09 eV.

```
! wB97M-V def2-TZVPD RIJCOSX def2/J DEFGRID3
* xyz 0 1
H -1.65 3.65 -0.15
C -1.17 -0.54 -1.31
C 1.76 0.04 1.06
H 1.83 -2.77 1.47
H 0.00 -0.18 2.43
H 0.70 2.25 0.80
C -0.83 1.96 -0.92
H 2.17 1.09 1.33
O -2.49 1.19 -2.32
C 0.77 -2.13 1.33
H 0.34 -3.07 -0.71
C 0.66 0.33 0.02
C 0.57 -2.05 -0.13
C 1.05 -0.74 2.07
H -2.83 0.51 -2.81
H -0.25 -2.67 1.58
H 1.63 -2.00 -0.65
C -1.45 0.78 -1.54
H -2.26 2.97 -1.77
C -0.03 -0.80 -0.57
H 1.83 -0.85 3.05
H -1.81 -1.29 -1.61
H 2.59 -0.55 0.57
N -1.34 3.23 -1.15
C 0.20 1.66 -0.04
*
```

Löwdin atomic charge list, values in e, 5 entries: 0.1495 0.0264 -0.2372 0.1659 0.1674


*ii*
Entry from the Open Molecules 2025 dataset: one molecule with the formula C10H13NO (ωB97M-V/def2-TZVPD).

As for the SMILES: N[C@@H]1CCc2c(O)cccc2C1. The HOMO-LUMO gap comes out at 9.12 eV.

```
! wB97M-V def2-TZVPD RIJCOSX def2/J DEFGRID3
* xyz 0 1
C -1.11 1.18 0.18
C 2.20 -0.69 -0.14
H 1.64 -2.46 -0.06
O 2.48 -2.00 -0.25
C -0.15 -1.50 0.10
H -2.17 -1.93 0.31
C -1.55 -1.09 0.32
H 3.57 2.22 -0.33
C 0.82 -0.35 -0.08
H -1.84 -0.07 -1.51
C 0.41 0.94 -0.09
C -2.02 0.23 -0.46
H 0.03 -2.00 -0.81
C 3.18 0.22 -0.12
H 1.19 3.03 -0.07
H 4.23 -0.07 0.09
H 0.26 -2.15 0.83
C 1.49 2.00 0.04
H -1.37 1.09 1.19
H -1.59 -0.87 1.41
H -3.96 0.73 0.41
N -3.43 0.32 -0.40
H -1.23 2.29 -0.11
C 2.78 1.53 -0.03
H -3.86 -0.58 -0.42
*
```

Löwdin atomic charge list, values in e, 5 entries: -0.1221 -0.3014 0.0790 0.0707 -0.1567


Which of them is the least stable? Correct choice: *i*.


*i*
Entry from the Open Molecules 2025 dataset: a 2-piece molecular cluster, C2H11N2O overall (ωB97M-V/def2-TZVPD).

The HOMO-LUMO gap comes out at 11.04 eV.

```
! wB97M-V def2-TZVPD RIJCOSX def2/J DEFGRID3
* xyz 1 1
H -0.14 -1.37 0.98
H 0.13 0.89 -1.92
N 0.90 0.60 -1.33
C -1.51 0.19 1.31
O -1.54 1.47 1.88
H 2.36 -0.69 -2.24
C 1.37 -0.75 -1.78
H 1.50 -1.42 -0.93
H -2.06 1.40 2.68
N -0.13 -0.37 1.13
H 0.69 -1.08 -2.56
H 0.47 0.45 -0.36
H 0.38 -0.23 2.00
H 1.69 1.22 -1.17
H -2.03 -0.52 1.94
H -2.08 0.21 0.37
*
```

Löwdin atomic charge list, values in e, 5 entries: 0.0910 0.1605 0.1206 -0.3226 -0.0222


*ii*
Entry from the Open Molecules 2025 dataset: a 2-piece molecular cluster, C2H11N2O overall (ωB97M-V/def2-TZVPD).

The HOMO-LUMO gap comes out at 9.43 eV.

```
! wB97M-V def2-TZVPD RIJCOSX def2/J DEFGRID3
* xyz 1 1
N 0.72 -0.04 0.56
H -1.79 -0.64 0.62
N -2.74 0.61 -0.76
H 3.60 -1.81 -0.44
H 1.66 -0.09 0.14
H -1.83 1.08 1.05
H 0.49 -0.99 0.83
O 3.28 -1.12 0.15
H -3.17 -0.16 -1.22
H 3.52 -1.36 1.06
H -0.20 -0.03 -1.31
C -0.31 0.52 -0.38
H -0.02 1.55 -0.62
H 0.81 0.48 1.44
H -3.16 1.52 -0.83
C -1.72 0.38 0.21
*
```

Löwdin atomic charge list, values in e, 5 entries: 0.1672 0.1232 0.0169 0.0737 0.1150


Which of them is the least stable? Correct choice: *i*.